A cluster of 9 separate species, C50H116Cl2O24 in total. Source: OMol25; level of theory: the ωB97M-V functional and the def2-TZVPD basis.

Geometry as XYZ:
```
192
Properties=species:S:1:pos:R:3:forces:R:3
H -1.4082 -2.2382 -0.7524 0.098 -0.242 -0.475
C -2.3200 2.2756 -0.6327 1.288 1.596 0.976
H 3.6104 -2.4876 -3.9885 -0.298 -0.555 1.265
C 5.8686 4.1458 -0.3072 -0.068 -1.024 -1.349
H -6.9851 2.8065 -0.4662 0.536 -1.183 0.024
O 1.8717 -5.6507 3.2167 0.401 0.656 1.315
H 2.0044 -6.7854 1.5911 -0.139 0.063 -0.964
O 5.2699 -1.5249 1.6517 0.417 -0.969 -0.007
H 0.3592 -7.1570 -0.4889 0.181 0.925 1.970
H -3.9015 -2.3177 1.7496 -0.550 0.026 -0.036
H 0.0830 3.8271 -0.8591 0.220 0.750 -0.168
H 1.7536 -0.3323 6.0331 0.415 -0.053 -0.292
H -3.2080 -4.1154 -2.6138 0.147 0.097 0.400
C 0.5379 6.2119 2.4948 -0.144 2.747 -1.013
H 3.0725 -4.0338 4.9038 -0.198 -0.549 -0.738
H 3.9164 -0.2717 2.4566 -0.352 1.210 0.102
H -2.4739 -4.0432 4.5224 0.598 0.255 -0.749
H 4.6826 -4.4334 4.5336 -0.019 -0.157 -0.823
H -5.5866 -0.6998 -3.3001 0.753 0.023 0.439
H 1.2579 -8.0734 -1.6830 0.038 -0.037 0.167
H 0.4586 -2.7446 6.4008 -0.655 0.123 0.437
H -0.5866 0.8651 4.6577 -1.445 -0.435 -0.632
C 2.8247 5.8021 3.1500 -0.959 1.662 -0.929
C 1.3664 6.2323 6.1601 0.123 0.428 -0.764
O -1.9716 3.1209 0.5204 -0.250 -0.290 -2.170
H 4.8972 -3.5974 -0.7066 -0.116 -0.237 -0.194
H -5.3621 2.1703 -0.1624 1.048 0.493 0.936
H -5.6789 2.0100 2.0850 0.525 0.004 0.316
H -3.9536 -0.4990 -8.6514 1.051 -0.676 0.746
C -3.5211 -0.7192 -6.5717 -0.307 1.158 0.644
H 0.1036 6.1108 -3.8176 0.115 0.486 0.635
H -2.8691 2.4977 3.3295 0.001 0.627 0.894
H 1.5289 -2.7378 -0.1181 -0.742 -0.377 0.155
C -1.5389 -1.2791 -5.4031 0.300 2.641 1.411
H 3.2129 -1.5420 1.4283 -0.159 0.046 -0.098
C 2.4050 -4.2774 -3.5406 -1.218 2.873 -2.645
H -2.0717 -0.7338 -10.2412 0.223 -0.458 -0.478
H 0.3548 -6.4717 2.2512 -0.758 0.174 -0.442
C 1.4621 5.5963 -0.9229 -0.494 -0.819 -0.540
C -0.1785 3.1020 5.1427 1.380 1.740 -0.621
H -0.8509 3.1249 2.1080 -0.123 -0.612 0.251
H 7.3702 2.6881 -0.9893 -0.461 0.215 -0.259
O 3.3936 -2.8265 -1.9220 0.314 1.238 0.315
H -6.0941 1.8263 -2.3387 0.201 0.311 -0.773
O -2.4807 0.5627 2.7761 -0.013 0.164 -0.966
H 4.8007 4.3234 -0.4977 0.277 -0.020 0.477
H -4.1871 0.3375 -3.2739 1.069 1.185 -0.719
H 2.2504 4.8947 -0.6347 0.337 -0.014 -0.058
H -3.1759 0.2931 -6.3535 -0.476 0.240 -0.614
C 3.6880 -4.3917 4.0320 -0.135 -0.052 1.733
O 0.6360 -6.2956 -2.3842 -0.773 -0.003 0.291
H -1.4810 6.5484 -3.2357 -0.724 0.789 -0.305
H 3.5612 -6.6312 4.1038 -0.705 0.952 -0.050
C 1.9417 2.0559 1.5312 -0.036 0.378 0.371
H -4.2963 0.0847 1.6837 1.077 -0.239 0.220
H 1.2736 4.5918 1.1412 -1.030 0.670 0.514
H 0.8940 -1.6681 -1.8101 0.117 0.368 -0.130
C -0.4994 6.3123 -2.8999 0.350 -0.716 -0.243
H -1.8915 2.8276 -5.5499 -0.250 -0.093 0.107
C -2.6795 1.9409 2.4429 -0.599 -1.490 -0.495
H -3.2087 -2.1030 -8.2821 -0.443 -0.172 0.549
C 0.5603 5.4776 1.1591 2.087 -0.551 1.371
O -1.8624 -0.5864 -8.2421 -0.033 -1.177 -0.659
O -0.0472 -1.6380 0.6619 0.013 -1.252 -0.490
O -5.1987 0.2040 -1.4952 1.098 -0.700 1.081
H -1.2900 -1.6299 -4.3747 -0.181 -0.005 -0.795
C 3.9803 -1.2928 2.1626 0.526 -0.750 0.507
Cl 6.1994 3.6932 1.3745 -0.287 -0.097 0.149
H -0.8887 -1.7286 -6.1402 0.043 -0.430 -0.273
H 1.8469 6.3228 -1.6205 0.197 -0.031 -0.543
H 0.8703 -1.8422 7.8641 -0.326 -0.165 0.076
H -0.9191 1.3977 1.3402 -1.163 2.339 0.350
H -2.0801 3.0194 -3.7840 0.546 -0.377 -0.149
H 3.8316 -5.9037 2.5468 -0.446 0.219 0.120
H 2.3246 4.8954 3.4697 0.362 -0.328 0.135
H -1.3964 -0.5274 -0.2591 -0.006 -0.578 -0.351
O -0.7124 5.1022 -2.2124 -0.207 0.371 0.610
C 0.0663 -1.9814 7.1174 0.720 0.033 -0.245
H -1.4646 1.6423 -0.8833 0.000 0.045 -0.015
C -3.1957 -1.0528 -7.9765 -0.022 0.897 -2.026
O -6.8905 1.0613 0.7201 0.617 0.367 -0.947
H 0.0769 5.6661 3.3183 0.236 -0.438 0.025
C 0.4210 4.6232 -1.5549 1.000 -0.804 0.195
C 1.9346 0.2468 -0.6082 -1.763 0.061 -0.278
H -0.4748 2.6283 -4.6064 0.524 0.415 0.586
H 2.8754 1.6339 1.8707 0.645 -0.203 0.073
C -6.6917 1.6664 1.9677 -1.343 0.246 -0.307
C -3.7450 -3.8257 -1.6915 0.554 1.357 0.655
H -0.4226 -0.8306 -2.5877 -0.242 0.133 0.129
C -0.4462 -5.3527 -2.5273 0.779 -0.417 1.493
C -3.5941 -0.2767 2.4852 -0.727 -0.076 1.332
H 0.8652 -1.1939 4.7138 -0.037 0.535 0.162
C 0.6358 -2.8896 0.5300 1.161 1.598 -0.529
H 1.7256 2.8696 2.2139 -0.261 0.259 -0.082
H -7.2375 0.6105 -1.7747 0.621 -0.217 -0.125
H -0.4153 -0.5966 -9.6184 0.218 0.056 -0.268
H -1.3446 -3.6725 3.1066 0.215 -0.313 -0.010
H 2.5617 -0.4573 -1.1059 0.341 -0.960 -0.483
H -0.2966 4.2120 7.0582 0.878 0.173 -1.592
C 3.5460 -3.3047 -3.2066 -0.428 -1.147 -2.055
H 0.1109 -5.0342 -4.4539 0.550 -0.252 -1.150
O 0.6605 0.4013 -1.3388 1.065 -1.403 0.358
C 5.5363 -0.8889 0.4339 -0.163 0.098 -0.891
O 1.0962 6.3443 0.1822 -1.294 0.282 0.532
C 1.3765 -6.6796 2.4652 0.637 -1.307 -0.432
O 0.6170 2.0816 5.6122 1.324 0.046 2.008
C 0.1025 -0.9264 -1.6365 1.577 0.778 -1.174
C -3.8067 -1.5575 -2.3503 -2.002 0.155 -1.341
H -1.3890 -5.7761 -2.8337 -0.379 -0.866 -0.365
O -1.7808 1.0710 -4.4325 -0.570 -0.874 0.460
H -1.1611 2.7626 5.0425 -2.002 -0.331 0.107
H 1.0563 4.0865 -2.2724 0.073 -0.120 -0.303
H 3.2995 -3.3853 0.0014 0.046 0.038 0.344
C -2.3659 -3.6502 3.4820 -1.461 -1.304 0.090
C -0.0549 4.3891 5.9301 0.512 -0.545 2.164
O 1.2804 4.9291 5.7119 -1.746 -1.564 0.334
H -6.9855 0.8821 2.6378 0.205 -0.068 0.919
H -7.3772 2.5308 2.1009 0.301 -0.246 -0.014
H -0.0880 7.0807 -2.2194 -0.139 -0.170 -0.649
H -0.8932 -2.2378 7.5925 0.584 -0.302 -0.171
C -1.1815 0.2572 -5.4538 -0.652 0.402 -0.071
O -2.9070 -1.5014 -5.5962 -0.543 -1.394 0.309
H -0.8323 5.1045 5.6513 0.107 0.109 -0.554
H 2.4393 -5.1600 -3.0133 0.224 -1.919 1.291
C -3.1536 -1.7224 2.2643 1.762 -0.379 -0.136
H 1.4350 -7.6827 2.9090 -0.061 0.113 0.607
H 2.8011 -1.8506 3.8657 0.437 0.385 0.324
H 3.3703 6.2847 3.9675 0.406 -0.616 -0.303
H -3.1700 1.6820 -0.3895 -0.859 -0.542 -0.090
C -1.5410 2.4663 -4.5679 -0.364 -0.557 -0.943
H -3.0526 -4.3377 2.8705 0.939 0.806 0.358
H 0.6397 6.8379 5.6714 -0.817 0.734 -0.550
H 0.0215 -3.6814 0.1510 -0.573 -0.388 -0.389
H -3.0551 -1.2424 -1.6633 0.475 -0.084 0.863
H 4.7953 -1.1448 -0.3742 0.466 0.023 0.659
C -4.7090 -0.3529 -2.6787 -1.827 -2.310 0.213
H 5.7119 2.0285 -1.0625 0.361 1.070 -0.277
H -4.1684 -0.1919 3.4287 -0.402 -0.706 -0.452
H -2.2259 -1.7647 1.5898 -1.031 0.289 0.977
C 0.8020 -0.4031 5.4941 0.300 -0.332 1.492
C -6.3645 1.8543 -0.3293 -1.364 0.946 0.509
H -0.4370 5.1282 0.9953 -0.774 -0.244 -0.685
H 3.5065 -4.7114 -1.1229 0.317 -0.040 0.160
H 2.4077 -4.5217 -4.6584 0.263 0.206 1.261
H 3.6921 1.3486 -0.1155 -0.335 -0.169 -0.210
C -0.7574 -1.3923 -0.5556 -1.388 1.690 2.390
H 3.3954 5.7019 2.2055 0.168 -0.394 0.779
H -0.1519 7.1290 2.3088 1.079 -1.359 0.391
H 4.4280 -3.9468 -3.3850 0.328 0.455 0.469
H 1.1922 1.2902 1.6253 -0.498 -0.228 0.235
C -0.0246 -4.4169 -3.5995 -0.017 2.694 0.936
C 2.6950 1.5163 -0.5739 0.164 1.796 -0.091
H -2.4836 3.0053 -1.4256 -0.281 -0.304 -0.077
C -1.5298 2.4078 1.6125 2.254 -1.413 -0.045
H 0.9970 -3.1648 1.4818 0.384 -0.337 1.288
C 0.4417 0.9185 4.8940 -0.464 -0.739 -0.422
H -0.8487 -3.6725 -3.8101 0.777 -0.847 0.201
C -1.3619 -1.1063 -9.4990 -0.283 1.113 0.720
H 0.1381 3.4227 4.1441 0.123 -0.284 -0.446
C 3.2465 -5.7394 3.4821 1.059 -0.237 -0.066
C 6.3259 2.9527 -1.2300 0.138 0.184 0.894
H 2.8609 1.9942 -1.5667 -0.274 -0.591 0.456
H 6.5561 -1.1675 0.0517 -0.940 0.268 0.655
H 0.9733 0.9730 3.9821 0.768 0.207 -1.426
O 2.0331 2.5203 0.2092 0.468 -0.277 -0.052
H -0.1113 0.3302 -5.3473 0.679 0.049 -0.211
O 1.1439 -3.5906 -3.2647 -0.428 -1.615 -0.654
H 4.6296 -2.0694 4.1193 -0.585 0.336 -0.336
O 1.8065 6.7994 2.8486 -0.883 -1.050 0.310
C -6.2430 1.0783 -1.5749 -2.152 0.296 -0.922
C 0.4283 -7.3958 -1.4979 0.125 -0.100 -2.331
H -0.4876 -7.9058 -1.7375 -0.567 -0.403 -0.347
H -3.3913 -1.8253 -3.2994 0.907 0.002 -0.668
H -3.5634 2.0527 1.7993 0.048 -0.086 0.176
H 1.6867 -0.1084 0.4068 0.343 -0.001 -0.525
H 2.3153 6.6166 5.8762 0.929 0.275 -0.165
H -1.5306 0.6985 -6.4116 1.009 -0.429 0.362
H 6.4207 5.0640 -0.4961 0.053 -0.192 -0.209
C 3.8184 -3.6846 -0.8958 0.052 -0.395 -0.026
H -1.1639 -2.1957 -9.5804 -0.574 0.447 0.449
O -4.5857 -2.6998 -1.9712 0.080 -0.230 0.660
H -0.6843 -4.9074 -1.5438 0.398 0.259 -0.310
H 5.4564 0.1895 0.6051 0.332 0.203 -0.276
O 3.6129 -3.4669 2.9948 0.414 -0.240 -0.481
H -4.2998 -4.7021 -1.3316 -0.239 0.551 -0.128
C 3.7666 -2.1285 3.4157 0.012 -0.450 -0.494
H -3.0484 -3.4690 -0.8611 -0.423 -0.945 -1.026
H -4.6029 -0.6313 -6.4187 0.121 -0.781 0.187
Cl 6.2579 3.4352 -2.9679 -0.120 -0.184 0.580
H 1.2395 6.3782 7.1966 -0.145 -0.239 1.591
O -0.1645 -0.7719 6.4557 -0.689 0.531 -0.412
O -2.8487 -2.3554 3.5324 -0.703 1.626 -0.519
```
Forces are in eV/Å.

Calculated values
calculated total energy	-4700.20585	Ha
SMILES string	COCCOCCOC.COCCOCCOC.COCCOCCOC.COCCOCCOC.COCCOCCOC.COCCOCCOC.COCCOCCOC.COCCOCCOC.ClCCCl
HOMO level	-9.0	eV
total charge	0

---

A cluster of 2 separate species, C5H12N2O in total. Source: OMol25; level of theory: the ωB97M-V functional and the def2-TZVPD basis.

Geometry as XYZ:
```
20
Properties=species:S:1:pos:R:3:forces:R:3
C 1.4543 0.6173 -0.1115 -1.792 -1.670 0.460
C 0.3483 0.6010 0.9803 0.006 1.392 0.912
H -2.3160 0.3880 1.1341 0.496 2.077 -0.288
H 0.1437 -0.2115 -1.5074 0.845 -0.827 0.244
N 1.6528 -1.7674 -0.9400 0.276 1.764 0.315
C 0.5364 0.0997 2.2545 -0.022 -0.327 -3.007
H -2.5617 2.3299 0.5698 0.332 -1.437 0.401
C 1.2355 -0.3956 -1.2203 -0.582 1.417 -2.065
H 1.1839 -0.8055 2.3180 -0.042 1.253 0.274
H 2.4057 0.5167 0.3074 1.504 -0.392 0.859
H -2.1220 0.0164 -1.1835 -0.055 0.263 0.113
H 1.3413 -2.2943 -1.7082 -0.247 -1.150 -1.053
N -0.6579 1.6499 0.5953 -0.130 -1.574 1.701
O -2.7605 -0.6930 -1.0553 0.850 -1.142 -1.032
H 1.1574 -2.0878 -0.1458 -0.537 -0.558 1.009
C -1.9120 1.4358 0.8187 0.925 -0.425 -0.310
H 1.7654 -0.0849 -2.1764 -0.287 -0.208 1.212
H -2.3403 -1.4118 -1.5962 -0.808 0.772 0.782
H 0.0649 0.4860 3.1331 -0.693 -0.172 0.204
H 1.3809 1.6111 -0.4665 -0.039 0.943 -0.732
```
Forces are in eV/Å.

Calculated values
calculated total energy	-382.36906	Ha
SMILES string	C=NC(=C)CCN.O
HOMO level	-8.9	eV
total charge	0

---

A cluster of 2 separate species, C4H8O2 in total. Source: OMol25; level of theory: the ωB97M-V functional and the def2-TZVPD basis.

Geometry as XYZ:
```
14
Properties=species:S:1:pos:R:3:forces:R:3
H 1.9574 0.5514 0.5628 0.140 0.001 -0.229
O 1.7425 0.7352 -0.3608 0.216 -0.066 0.153
O -0.1611 -0.8119 -1.2715 0.294 0.396 -1.961
C -0.3391 -1.4123 0.8681 -0.245 0.971 1.166
H -1.3872 -1.5709 1.0774 -0.019 0.113 0.564
C -0.6215 0.4632 -0.9398 0.059 -0.139 -0.583
H 0.5005 2.3912 -0.5687 -0.356 -0.449 0.570
H -1.2627 1.3255 1.0797 0.299 -1.149 -0.102
H 0.7903 -0.7613 -1.0545 -0.186 -0.185 -0.384
H 0.3241 -1.3418 1.7063 -0.232 -0.044 0.882
C -0.5924 0.6314 0.5249 0.005 -1.223 -0.114
C 0.4595 1.3160 -0.3380 -0.017 -0.297 -0.096
H -1.3878 0.7932 -1.6317 0.100 0.328 0.178
H -0.0164 -2.3179 0.2789 -0.059 1.743 -0.043
```
Forces are in eV/Å.

Calculated values
calculated total energy	-307.50420	Ha
HOMO level	-9.3	eV
total charge	0

---

The ion C7H12NO2 with charge +1. Source: OMol25; level of theory: the ωB97M-V functional and the def2-TZVPD basis.

Geometry as XYZ:
```
22
Properties=species:S:1:pos:R:3:forces:R:3
H 1.9429 -1.5299 -0.5454 -0.027 -0.032 0.065
H 0.0409 2.0086 -1.5733 -0.348 0.310 -0.445
C 1.3616 -0.6119 -0.6393 0.699 0.725 -0.827
H -2.2001 -2.0913 -1.5397 2.181 1.188 1.900
C 0.2377 -0.5087 0.3379 2.838 4.351 0.560
C -1.1970 -1.8904 -0.9001 -2.937 -2.538 -1.982
N -0.9580 -0.8785 -0.1976 -2.209 0.877 0.120
H 0.9763 -1.8211 1.7977 0.716 -0.465 0.266
H 1.4283 1.7992 -0.6827 2.228 -0.698 0.015
H 0.8480 -0.6066 -1.6034 0.770 0.083 -0.388
H -0.3097 -0.7907 2.3614 0.852 0.305 0.040
H 2.0907 0.2700 -0.6115 -0.948 -1.571 0.155
O -1.5774 1.2928 0.4443 -0.302 2.619 0.808
C -2.1113 0.2474 -0.0100 0.519 -2.613 -1.372
H 1.3606 0.0076 2.0186 -0.842 -1.668 0.141
C 0.6169 -0.8129 1.7408 -1.071 1.191 0.826
H -0.5568 -2.7781 -0.9176 0.447 0.675 -0.011
H 0.2015 1.7136 1.5106 -1.124 0.011 -1.005
C 0.5019 2.2428 -0.6269 -2.380 0.159 0.214
C -0.2099 1.5257 0.4809 2.498 -3.681 0.652
H 0.6875 3.2979 -0.5040 -0.448 0.401 0.184
O -3.1745 -0.0854 -0.3407 -1.109 0.369 0.086
```
Forces are in eV/Å.

Calculated values
calculated total energy	-478.79590	Ha
HOMO level	-13.9	eV
total charge	+1